9
Properties=species:S:1:pos:R:3 method="wB97M-V/def2-TZVPD" total_charge=0 gap_ev=8.261 lumo_ev=-0.554 e_above_lowest_ev=0.7318 max_force_ev_per_a=2.79 energy_ha=-681.432426 smiles="NC(=S)C(=O)O"
C 0.41892 -0.06052 0.37777
C -0.93046 -0.12135 -0.34237
H 1.21962 -0.15772 2.26627
H -0.54149 -0.81625 1.95510
H -2.68818 -0.94807 -0.08875
N 0.46453 -0.55205 1.65207
O -1.76863 -0.95685 0.32895
O -1.28733 0.53182 -1.31283
S 1.64221 0.64237 -0.50241

=====

9
Properties=species:S:1:pos:R:3 method="wB97M-V/def2-TZVPD" total_charge=0 gap_ev=9.129 lumo_ev=-0.069 e_above_lowest_ev=2.8776 max_force_ev_per_a=3.66 energy_ha=-681.353568
C -0.16724 1.16374 0.58378
C 2.07299 -0.18445 -0.07010
N -1.66749 -0.83140 -0.35373
O 2.67030 0.78038 -0.11001
O 1.54126 -1.19861 0.00370
S -1.45697 0.86394 -0.30849
H 0.12651 2.14643 0.29021
H -0.75019 -1.34661 -0.09210
H -2.36918 -1.39341 0.05676